[1]
Below is 7 unconnected molecules or ions with the total composition C18H48N2O7 in a non-equilibrium geometry, with properties calculated with the ωB97M-V functional and the def2-TZVPD basis.

Geometry as ORCA input:
```
! RIJCOSX wB97M-V def2-TZVPD def2/J DEFGRID3
* xyz 0 1
C 3.44 3.99 1.68
C 2.00 4.42 1.29
C 1.73 5.95 1.68
C 1.87 4.38 -0.24
C 0.45 4.45 -0.71
C -0.27 3.19 -0.24
C -0.34 3.22 1.29
C -1.49 4.18 1.67
C -0.60 1.75 1.67
N 0.93 3.55 1.89
O 0.86 3.62 3.30
H 3.62 2.93 1.51
H 4.26 4.51 1.19
H 3.71 4.17 2.73
H 2.08 6.03 2.71
H 2.29 6.73 1.18
H 0.68 6.25 1.64
H 2.49 5.08 -0.80
H 2.33 3.44 -0.55
H -0.21 5.21 -0.31
H 0.33 4.44 -1.79
H 0.05 2.27 -0.72
H -1.24 3.27 -0.73
H -1.17 5.21 1.50
H -1.61 4.00 2.73
H -2.42 4.01 1.13
H -1.49 1.33 1.19
H -0.78 1.73 2.74
H 0.24 1.09 1.44
H 0.39 4.44 3.50
C 1.50 -5.41 0.30
C 1.94 -3.99 -0.29
C 3.54 -3.86 0.02
C 1.76 -4.01 -1.80
C 1.98 -2.75 -2.61
C 1.01 -1.72 -2.10
C 0.99 -1.55 -0.52
C 2.03 -0.46 -0.19
C -0.47 -0.96 -0.14
N 1.14 -2.84 0.25
O 1.30 -2.66 1.61
H 1.52 -5.52 1.38
H 2.15 -6.23 -0.02
H 0.47 -5.68 0.09
H 4.24 -4.63 -0.32
H 3.78 -3.96 1.08
H 3.79 -2.89 -0.41
H 2.29 -4.93 -2.06
H 0.70 -4.16 -2.00
H 1.66 -2.94 -3.64
H 3.02 -2.42 -2.62
H 0.04 -2.15 -2.35
H 1.10 -0.73 -2.55
H 1.70 0.52 -0.52
H 2.04 -0.23 0.87
H 3.03 -0.59 -0.61
H -0.33 0.07 -0.46
H -1.18 -1.53 -0.73
H -0.82 -1.09 0.89
H 1.96 -1.96 1.64
O -6.88 -0.92 -2.99
H -6.36 -0.66 -2.23
H -6.26 -0.94 -3.72
O -3.85 -0.83 -1.00
H -3.84 -1.78 -0.88
H -3.34 -0.49 -0.26
O -2.83 -4.10 -0.97
H -2.33 -4.00 -1.78
H -2.80 -5.03 -0.77
O -5.25 -3.52 -1.91
H -5.24 -3.34 -2.85
H -4.33 -3.70 -1.70
O -5.33 -2.95 2.00
H -6.19 -3.21 1.66
H -5.17 -2.09 1.62
*
```

The value obtained for the energy above the lowest of the compared OMol25 structures with the same formula, charge and spin is 273.6 kJ/mol. The value obtained for the HOMO energy is -8.3 eV.



[2]
Below is C21H26N2O5 in the gas phase, with properties calculated with the ωB97M-V functional and the def2-TZVPD basis.

Geometry as ORCA input:
```
! RIJCOSX wB97M-V def2-TZVPD def2/J DEFGRID3
* xyz 0 1
C -3.50 -2.65 1.30
C -4.91 -2.20 0.95
C -5.00 -1.45 -0.39
C -4.31 -0.12 -0.31
C -4.96 0.93 0.24
C -4.36 2.23 0.40
O -4.90 3.20 0.89
O -3.07 2.37 -0.05
C -2.40 1.35 -0.61
C -1.09 1.63 -1.02
C -0.33 0.64 -1.61
O 0.95 0.80 -2.05
C 1.55 2.07 -2.01
C 2.05 2.56 -0.65
O 2.69 3.59 -0.57
N 1.71 1.81 0.41
C 2.17 2.13 1.74
C 3.50 1.45 2.09
C 3.42 -0.09 2.07
N 3.47 -0.66 0.75
C 4.70 -0.73 -0.01
C 4.40 -1.79 -1.08
C 2.88 -1.74 -1.22
C 2.40 -1.17 0.10
O 1.26 -1.14 0.52
C -0.88 -0.64 -1.78
C -2.15 -0.91 -1.37
C -2.96 0.07 -0.77
H -3.49 -3.16 2.26
H -3.11 -3.33 0.55
H -2.83 -1.80 1.36
H -5.30 -1.56 1.74
H -5.56 -3.08 0.89
H -4.58 -2.07 -1.18
H -6.05 -1.28 -0.62
H -5.97 0.84 0.60
H -0.72 2.63 -0.85
H 0.88 2.84 -2.43
H 2.42 2.00 -2.67
H 1.24 0.92 0.29
H 1.40 1.82 2.45
H 2.31 3.21 1.79
H 3.79 1.76 3.09
H 4.27 1.78 1.39
H 2.48 -0.41 2.52
H 4.25 -0.50 2.65
H 5.53 -1.01 0.63
H 4.92 0.24 -0.47
H 4.92 -1.58 -2.02
H 4.71 -2.77 -0.73
H 2.42 -2.71 -1.41
H 2.56 -1.05 -2.01
H -0.26 -1.40 -2.23
H -2.54 -1.90 -1.51
*
```

The value obtained for the energy above the lowest of the compared OMol25 structures with the same formula, charge and spin is 77.6 kJ/mol. The value obtained for the HOMO energy is -8.3 eV.



[3]
Below is a molecular structure, C49H63AsBrN5PRe in a non-equilibrium geometry, with properties calculated with the ωB97M-V functional and the def2-TZVPD basis.

Geometry as ORCA input:
```
! RIJCOSX wB97M-V def2-TZVPD def2/J DEFGRID3
* xyz 3 2
Re 0.06 0.10 0.01
C 5.78 0.40 0.09
C 4.63 -0.44 0.67
C 3.75 0.46 1.53
C 4.01 -1.27 -0.46
C 4.83 -2.31 -0.90
C 4.51 -3.08 -2.01
C 3.37 -2.77 -2.74
C 2.52 -1.75 -2.35
C 1.38 -1.33 -3.25
C 1.83 -0.18 -4.18
C 0.83 -2.46 -4.12
C 2.81 -1.07 -1.16
N 1.90 0.01 -0.76
C 2.39 1.20 -1.24
C 1.78 2.36 -0.91
C 2.12 3.69 -1.26
C 1.23 4.46 -0.59
C 0.37 3.61 0.18
N 0.68 2.31 -0.05
C -0.59 4.28 1.13
C -1.52 3.32 1.87
C 0.28 5.05 2.14
C -1.43 5.31 0.35
H 6.29 0.95 0.89
H 5.40 1.13 -0.62
H 6.51 -0.21 -0.42
H 5.08 -1.18 1.35
H 3.51 1.40 1.03
H 4.30 0.71 2.44
H 2.81 -0.01 1.83
H 5.75 -2.51 -0.36
H 5.17 -3.87 -2.32
H 3.18 -3.31 -3.65
H 0.57 -0.95 -2.63
H 2.73 -0.46 -4.72
H 2.04 0.74 -3.64
H 1.05 0.04 -4.91
H 1.49 -2.67 -4.96
H -0.14 -2.18 -4.54
H 0.71 -3.39 -3.56
H 3.29 1.18 -1.83
H 2.93 3.99 -1.91
H 1.18 5.54 -0.60
H -1.31 2.29 1.60
H -2.56 3.52 1.63
H -1.42 3.43 2.95
H 0.92 4.39 2.73
H -0.38 5.59 2.83
H 0.92 5.79 1.66
H -1.96 4.85 -0.49
H -0.82 6.13 -0.04
H -2.16 5.74 1.02
N -1.01 -2.45 -1.54
P -2.02 -1.29 -0.81
C -3.08 -2.36 0.19
C -3.96 -3.23 -0.46
C -4.70 -4.13 0.28
C -4.57 -4.17 1.67
C -3.68 -3.33 2.31
C -2.94 -2.42 1.56
C -2.95 -0.77 -2.26
C -4.33 -0.62 -2.22
C -5.03 -0.28 -3.37
C -4.34 -0.07 -4.56
C -2.96 -0.20 -4.60
C -2.26 -0.54 -3.46
C 0.01 -2.92 -0.76
C 0.45 -4.24 -0.84
C 1.50 -4.64 -0.05
C 2.09 -3.72 0.81
C 1.60 -2.44 0.83
N 0.55 -2.01 0.08
H -1.46 -3.14 -2.14
H -4.07 -3.22 -1.54
H -5.39 -4.80 -0.22
H -5.16 -4.87 2.24
H -3.55 -3.38 3.38
H -2.22 -1.78 2.04
H -4.88 -0.80 -1.30
H -6.10 -0.20 -3.34
H -4.89 0.18 -5.46
H -2.43 -0.04 -5.53
H -1.18 -0.63 -3.50
H -0.05 -4.92 -1.51
H 1.86 -5.66 -0.10
H 2.92 -3.98 1.44
H 2.04 -1.69 1.46
Br -3.66 0.87 0.80
C -2.97 1.87 -0.64
C -3.82 2.72 -1.33
C -3.32 3.34 -2.46
C -2.01 3.08 -2.85
C -1.24 2.24 -2.08
N -1.71 1.62 -0.98
H -4.83 2.88 -0.99
H -3.94 4.01 -3.04
H -1.58 3.53 -3.74
H -0.21 2.02 -2.35
C -0.11 -2.59 3.62
C 0.78 -1.35 3.64
As 0.08 0.17 2.62
C 1.14 1.70 3.25
C 2.07 1.41 4.43
C -1.63 0.41 3.57
C -1.44 0.48 5.09
H 0.38 -3.41 4.13
H -0.35 -2.93 2.61
H -1.05 -2.40 4.14
H 1.80 -1.57 3.34
H 0.84 -0.95 4.65
H 0.40 2.45 3.52
H 1.69 2.07 2.39
H 1.51 1.17 5.33
H 2.66 2.30 4.63
H 2.76 0.59 4.23
H -2.29 -0.40 3.30
H -2.07 1.33 3.21
H -1.14 -0.48 5.52
H -2.39 0.76 5.55
H -0.71 1.23 5.38
*
```

As for the expectation value of S²: 0.774. The value obtained for the HOMO energy (alpha / beta) is -15.7 / -15.7 eV.